14
Properties=species:S:1:pos:R:3:forces:R:3:mulliken_charge:R:1 method="wB97M-V/def2-TZVPD" spin_multiplicity=1 relative_energy_kcal_mol=62.85 largest_force_ev_per_a=0.36 homo_ha=-0.350 e_tot_ev=-8370.556
C 1.52789 -1.54454 -0.58507 0.0 0.0 0.0 -0.931
C 0.79345 1.58150 0.66157 -0.3 -0.1 -0.1 -0.126
O 0.11984 1.69384 -0.47122 0.2 0.1 0.1 -0.185
C -1.14942 0.98720 -0.45029 -0.2 -0.1 0.0 -0.281
C -1.20034 0.44466 0.96760 -0.2 -0.1 -0.1 -0.262
O 0.08095 0.86188 1.51068 0.2 0.2 0.0 -0.181
H 1.77259 -1.79341 0.45088 0.0 0.0 -0.2 0.246
H 2.12438 -2.16144 -1.26225 -0.1 0.1 0.1 0.319
H 0.46594 -1.74225 -0.76655 0.2 0.0 0.0 0.157
H 1.74886 -0.48835 -0.76458 0.0 -0.2 0.0 0.227
H -1.93695 1.70560 -0.68453 0.1 -0.1 0.1 0.268
H -1.11222 0.21295 -1.21964 0.0 0.1 0.1 0.245
H -1.25007 -0.64394 1.02769 0.0 0.2 0.0 0.238
H -1.98491 0.88629 1.58572 0.1 -0.1 -0.1 0.264